No. 1
C4H13O4 | the ωB97M-V functional and the def2-TZVPD basis

Calculated values
Multiplicity   1
Net charge   -1
HOMO energy   -4.75 eV
HOMO-LUMO gap   3.64 eV
Relative energy (zero: lowest compared OMol25 entry of this formula, charge and spin)   230.7 kcal/mol

Bonds (Å) are listed after each position.
Element x y z (Å)
1 C 2.286 -0.322 -0.412  C3 1.521, H7 1.103, H8 1.128, H17 1.092
2 O 1.453 2.023 -1.418  H19 0.969
3 C 1.143 -0.753 0.494  C1 1.521, C4 1.535, H9 1.098, H10 1.090
4 C -0.314 -0.494 0.083  C3 1.535, C5 1.553, O6 1.411, H11 1.092
5 C -0.757 0.953 0.428  C4 1.553, H12 1.090, H13 1.095, H14 1.096
6 O -0.600 -0.634 -1.291  C4 1.411, H15 1.041
7 H 3.187 -0.281 0.222  C1 1.103
8 H 2.051 0.660 -0.914  C1 1.128
9 H 1.289 -0.003 1.281  C3 1.098
10 H 1.144 -1.787 0.838  C3 1.090
11 H -0.896 -1.079 0.798  C4 1.092
12 H -0.439 1.742 -0.254  C5 1.090
13 H -1.847 1.043 0.369  C5 1.095
14 H -0.587 1.080 1.503  C5 1.096
15 H -1.610 -0.860 -1.177  O6 1.041
16 H -3.613 -0.391 -1.615  O18 0.961
17 H 2.455 -1.114 -1.145  C1 1.092
18 O -3.115 -0.720 -0.862  H16 0.961
19 H 2.239 2.428 -1.817  O2 0.969
20 H -0.624 -0.563 3.509  O21 0.972
21 O 0.113 -0.283 2.940  H20 0.972

=====

No. 2
C4H13NO2 | the ωB97M-V functional and the def2-TZVPD basis

Calculated values
Multiplicity   1
SMILES string   C=CCCN.O.O
HOMO energy   -8.79 eV
HOMO-LUMO gap   9.36 eV
Relative energy (zero: lowest compared OMol25 entry of this formula, charge and spin)   31.2 kcal/mol

Bonds (Å) are listed after each position.
Element x y z (Å)
1 C 1.913 -0.011 -0.954  C2 1.334, H6 1.084, H7 1.083
2 C 1.289 0.103 0.220  C1 1.334, C3 1.468, H8 1.098
3 C -0.130 -0.094 0.543  C2 1.468, C4 1.569, H9 1.098, H10 1.096
4 C -0.851 1.296 0.426  C3 1.569, N5 1.465, H11 1.102, H12 1.095
5 N -2.286 1.037 0.282  C4 1.465, H13 1.011, H14 1.021
6 H 1.349 -0.289 -1.837  C1 1.084
7 H 2.955 0.220 -1.137  C1 1.083
8 H 1.911 0.428 1.064  C2 1.098
9 H -0.613 -0.720 -0.219  C3 1.098
10 H -0.407 -0.645 1.449  C3 1.096
11 H -0.411 1.778 -0.462  C4 1.102
12 H -0.599 1.906 1.300  C4 1.095
13 H -2.838 1.884 0.256  N5 1.011
14 H -2.513 0.437 -0.512  N5 1.021
15 O -1.766 -0.044 -2.278  H16 0.954, H17 0.954
16 H -0.900 0.239 -2.563  O15 0.954
17 H -2.064 -0.779 -2.808  O15 0.954
18 O 2.366 -2.227 2.483  H19 0.962, H20 0.961
19 H 1.917 -1.993 1.665  O18 0.962
20 H 1.677 -2.524 3.082  O18 0.961

=====

no.,E (eV)
1,-12540.22659
2,-9942.84331